16
Properties=species:S:1:pos:R:3:forces:R:3:lowdin_charge:R:1 method="wB97M-V/def2-TZVPD" lumo_ev=0.9 homo_lumo_gap_ev=10.618 charge=0
O -1.42224 -1.29376 1.64602 -0.537 1.039 1.783 -0.160
N 0.39978 0.06798 0.27782 2.087 1.373 -0.777 -0.007
C -2.35561 -1.99309 0.84132 3.101 -0.063 -1.028 -0.138
C 1.04659 1.33740 -0.33387 0.941 -0.694 2.395 -0.264
C 1.92812 1.25885 -1.54150 3.016 1.168 2.051 -0.109
H -2.07891 -2.99588 1.06584 -0.893 -1.297 -0.035 0.069
H -3.29358 -1.67108 1.14931 -1.795 0.157 0.534 0.056
H -2.26697 -1.90151 -0.25675 0.166 0.449 0.319 0.086
H -0.56788 -0.90880 1.42843 -0.821 -1.411 -0.987 0.004
H 2.78913 1.98602 -1.44104 -0.809 -0.222 0.538 0.089
H 1.62996 1.59669 -2.46339 -1.789 -0.045 -2.237 0.035
H 0.26081 1.93158 -0.54818 -2.775 2.079 -1.042 0.052
H -0.57092 -0.01046 0.02230 -0.087 0.455 -0.460 0.048
H 2.53317 0.40381 -1.57051 0.241 -1.841 -0.411 0.053
H 1.56076 2.01236 0.43704 -0.477 -1.701 -0.482 0.131
H 0.40779 0.17988 1.28716 0.430 0.554 -0.162 0.055



16
Properties=species:S:1:pos:R:3:forces:R:3:mulliken_spin:R:1 method="wB97M-V/def2-TZVPD" multiplicity=2 lumo_ev="-3.2 / -8.3" homo_lumo_gap_ev="12.346 / 7.128" charge=+1
O -1.27330 2.01976 1.48612 0.334 0.338 0.975 0.031
N 0.11279 -0.14803 0.01815 2.729 -2.264 -2.155 0.741
C 1.57643 -0.00302 0.22276 0.406 -0.345 0.848 0.010
C -0.39743 -1.45827 0.41033 -1.392 0.037 1.088 0.017
C -0.26275 0.30402 -1.29242 -2.251 0.473 -1.305 0.016
H 2.06658 -0.91090 0.58767 -0.905 0.043 1.092 0.003
H -0.12062 -0.43905 -2.09243 0.945 -0.477 0.520 0.052
H 1.70369 0.84274 0.90267 0.510 0.048 -0.291 0.021
H -1.63391 2.47802 0.73440 -0.220 0.020 -0.557 -0.002
H -1.31543 -1.36658 1.01528 -0.115 0.270 -0.456 0.029
H 2.16032 -0.00664 -0.69326 -0.612 1.336 -0.655 0.017
H 0.15192 1.22901 -1.67747 0.469 0.122 0.729 0.004
H -0.65827 -1.99623 -0.49975 -0.004 -0.126 0.040 0.034
H -0.99954 1.13884 1.25622 -0.250 -0.227 -0.281 0.006
H -1.34823 0.35276 -1.46302 -0.110 0.306 0.867 0.018
H 0.23775 -2.03643 1.08475 0.468 0.444 -0.461 0.002



17
Properties=species:S:1:pos:R:3:forces:R:3:lowdin_charge:R:1 method="wB97M-V/def2-TZVPD" lumo_ev=0.7 homo_lumo_gap_ev=9.022 charge=0
O -0.70179 -1.16119 -2.42722 0.182 -0.005 0.775 -0.077
O -2.05311 0.82050 -0.83389 0.015 -0.184 -0.395 -0.052
N 1.31650 -0.31093 0.40603 -0.183 0.373 0.128 -0.089
C 0.82672 0.82410 1.02663 -0.752 -0.320 -0.588 -0.246
C 0.50997 1.93216 0.35036 -0.013 0.044 -0.366 -0.049
C 0.93607 -1.59410 0.96395 0.222 0.164 0.508 -0.120
H -0.62407 -1.90222 -1.81197 0.046 -0.139 -0.356 0.024
H 0.53031 0.68472 2.05988 0.670 0.203 0.283 0.113
H -2.86017 0.75457 -0.31994 0.019 0.164 0.093 0.054
H 0.46394 1.88864 -0.73168 0.577 0.120 -0.153 0.052
H 0.25557 2.88113 0.77341 -0.184 0.138 0.515 0.041
H 1.51734 -2.40086 0.51551 -0.320 0.048 -0.148 0.083
H 1.20260 -1.58480 2.02327 0.181 0.006 0.023 0.077
H -1.56863 1.60683 -0.55884 -0.131 -0.087 0.349 0.012
H -0.14424 -1.77922 0.97764 0.014 -0.190 -0.514 0.076
H 1.35910 -0.20315 -0.60440 -0.053 -0.419 0.256 0.117
H -0.96609 -0.45617 -1.80876 -0.291 0.084 -0.409 -0.017



17
Properties=species:S:1:pos:R:3:forces:R:3:lowdin_charge:R:1 method="wB97M-V/def2-TZVPD" lumo_ev=1.1 homo_lumo_gap_ev=10.359 charge=0
O -0.94482 -1.03729 -1.94814 -0.554 -0.605 0.592 -0.062
O 4.11832 -1.72939 5.01630 -0.269 0.646 0.379 -0.063
N -1.22581 -0.09928 1.00554 0.808 0.422 -0.342 -0.014
C -0.27516 1.14539 -2.48816 -2.378 0.875 1.209 -0.054
C -1.57631 0.58833 -0.26100 -1.705 -0.290 0.993 -0.242
C -0.57218 0.19234 -1.30982 2.157 -0.699 -1.982 -0.442
H -0.38149 0.39784 1.27621 0.030 -0.456 0.609 0.061
H -1.88986 -0.00579 1.77134 -0.066 0.243 -0.492 0.064
H -1.68038 1.68171 -0.08114 0.249 -0.416 -0.568 0.115
H 0.34859 0.72874 -3.24968 0.790 -0.351 -0.057 0.067
H 4.75032 -1.92894 4.32307 -0.170 -0.558 0.103 0.029
H -0.97671 -0.92397 -2.89982 -0.035 0.132 0.016 0.068
H 3.68821 -2.51440 5.37287 0.437 -0.086 -0.484 0.034
H 0.42241 -0.05729 -0.88912 -0.546 0.352 0.604 0.138
H 0.05900 2.13446 -2.14858 0.021 -0.244 -0.288 0.082
H -1.28010 1.23751 -2.95002 0.442 0.535 -0.101 0.090
H -2.58404 0.19001 -0.53986 0.788 0.497 -0.191 0.128



17
Properties=species:S:1:pos:R:3:forces:R:3:lowdin_charge:R:1 method="wB97M-V/def2-TZVPD" lumo_ev=0.5 homo_lumo_gap_ev=9.953 charge=0
O -5.39234 2.52118 1.34999 0.379 0.416 -0.064 -0.061
O 2.16507 -1.50021 0.79389 -0.498 0.173 -1.035 -0.049
N -0.44716 -0.40921 0.97944 0.974 -1.224 -0.499 -0.006
C 2.41628 -0.60699 -1.50663 2.455 -0.746 -0.809 -0.065
C 0.26794 -0.46517 -0.31741 -1.561 0.619 0.544 -0.247
C 1.79279 -0.45685 -0.12084 -1.338 -0.016 -0.601 -0.423
H -0.13604 0.37227 -0.89764 0.888 0.220 -0.283 0.113
H 1.99454 0.47311 0.41862 0.450 0.203 -0.565 0.136
H 1.28343 -1.78516 1.06018 0.245 -0.379 0.804 0.059
H 3.07445 -1.50047 -1.50588 -0.132 0.385 0.477 0.082
H -1.10466 -1.16522 1.04472 -0.483 0.424 0.344 0.062
H 3.11409 0.19105 -1.81565 -0.415 0.000 0.428 0.074
H -0.76190 0.49406 1.27585 -0.297 -0.010 -0.032 0.062
H -4.46427 2.53512 1.09111 0.031 -0.404 -0.053 0.029
H -0.12944 -1.31791 -0.89818 0.671 -0.118 0.410 0.124
H -5.53900 3.46414 1.48117 -0.411 -0.010 0.115 0.032
H 1.86624 -0.84375 -2.43275 -0.959 0.467 0.819 0.076



17
Properties=species:S:1:pos:R:3:forces:R:3:lowdin_charge:R:1 method="wB97M-V/def2-TZVPD" lumo_ev=0.7 homo_lumo_gap_ev=10.066 charge=0
O -2.00623 4.39894 -5.11116 0.544 0.120 0.183 -0.068
O -3.94958 3.67924 -0.62733 -0.114 -0.014 -0.201 -0.061
N 0.93998 -3.85310 2.02549 0.716 -0.002 -0.187 -0.010
C 1.35218 -1.46267 1.38534 1.996 -0.086 -0.898 -0.182
C 2.50577 -1.07619 0.82503 -0.591 0.950 -0.436 -0.013
C 1.30635 -2.50407 2.47126 -2.344 1.216 0.695 -0.308
H 3.50115 -1.11362 1.23067 0.205 -0.899 0.302 0.049
H -1.34022 5.10261 -5.11448 -0.347 -0.048 -0.094 0.038
H 2.17637 -2.42542 3.10450 0.454 -0.474 -0.050 0.105
H -4.88858 3.85969 -0.73844 -0.020 0.022 0.152 0.033
H 0.38153 -3.72663 1.19309 -0.277 -0.211 -0.109 0.058
H -1.51570 3.66578 -4.72051 -0.198 -0.085 -0.072 0.031
H 0.45011 -2.22438 3.11052 0.398 0.073 0.174 0.100
H 1.76033 -4.35555 1.70803 0.120 0.007 -0.046 0.061
H 0.49807 -1.00439 0.89629 -0.555 -0.770 0.243 0.093
H 2.47776 -0.50660 -0.10586 -0.122 0.197 0.312 0.047
H -3.64929 3.54637 -1.53243 0.134 0.004 0.031 0.028



18
Properties=species:S:1:pos:R:3:forces:R:3:lowdin_charge:R:1 method="wB97M-V/def2-TZVPD" lumo_ev=0.7 homo_lumo_gap_ev=9.587 charge=0
S -1.67252 1.54674 -1.57751 0.330 -0.706 -0.934 0.679
O -1.24821 -2.14070 3.03570 2.632 -2.363 1.428 -0.125
O 0.92292 -0.02541 1.50470 0.421 -1.406 0.007 -0.096
N 1.68221 -0.54693 -0.69066 3.533 -1.105 -2.020 -0.102
C 1.77663 -0.89959 0.69903 -2.674 0.600 1.085 -0.235
C 0.05860 1.15347 -1.02374 -1.611 2.078 1.247 -0.537
C 0.48311 -0.23625 -1.35622 -2.329 -1.573 -0.436 -0.350
H 2.80854 -0.78030 1.10277 -0.612 -0.813 -0.665 0.128
H -0.45515 -2.77346 3.35027 -2.678 2.246 -1.191 0.107
H -0.01796 1.31949 0.08423 -0.073 -0.826 -1.250 0.062
H 1.18405 -1.84839 0.87290 1.432 0.341 0.210 0.133
H -1.81422 -2.15442 3.82126 0.019 0.087 -0.229 0.018
H 2.10186 -1.27112 -1.32563 0.218 0.958 1.584 0.134
H 0.71637 1.94643 -1.28710 0.720 0.432 -1.002 0.057
H 1.05294 0.89148 1.30718 0.724 0.633 -0.159 0.045
H -2.06491 2.47223 -0.71287 0.334 0.176 0.450 -0.176
H 0.49610 -0.68165 -2.44292 0.194 1.832 1.687 0.162
H -0.33044 -0.81670 -0.93297 -0.579 -0.591 0.189 0.096



Energy relative to the best compared isomer or geometry (same formula, charge and spin) for the records above, in order: 271.5, 159.4, 89.4, 85.1, 92.9, 139.1, 187.9 kJ/mol